1.
Computed, not measured: a cluster of 13 separate species, C57H79Br2N7O5 in total at a distorted geometry, with the ωB97M-V functional and the def2-TZVPD basis.

As for the molar mass: 1102.11 Da. The HOMO-LUMO gap comes out at 9.77 eV. The calculation puts the total energy at -8126.60052 hartree. As for the HOMO energy: -9.4 eV.

```
! RIJCOSX wB97M-V def2-TZVPD def2/J DEFGRID3
* xyz 0 1
Br 0.139 -1.091 -1.435
C 0.144 0.516 -0.281
C -0.055 0.232 1.159
Br -0.606 1.862 2.176
H -0.702 1.103 -0.636
H 1.069 1.067 -0.452
H 0.779 -0.253 1.665
H -0.880 -0.481 1.180
N -4.360 4.625 1.526
C -4.674 4.279 0.247
C -3.676 4.169 -0.698
C -2.345 4.395 -0.323
C -2.023 4.733 1.009
C -3.042 4.846 1.914
H -5.711 4.157 -0.028
H -4.034 3.962 -1.696
H -1.559 4.372 -1.064
H -1.059 4.887 1.470
H -2.944 5.158 2.943
N 3.240 -5.289 -1.545
C 3.627 -3.955 -1.542
C 3.099 -3.075 -2.452
C 2.199 -3.515 -3.409
C 1.952 -4.871 -3.527
C 2.488 -5.683 -2.526
H 4.242 -3.613 -0.723
H 3.322 -2.024 -2.337
H 1.668 -2.840 -4.064
H 1.262 -5.238 -4.272
H 2.306 -6.744 -2.438
N -1.917 -3.725 5.769
C -2.277 -3.881 7.054
C -3.251 -3.095 7.683
C -3.560 -1.961 6.957
C -3.104 -1.674 5.608
C -2.358 -2.646 5.065
H -1.975 -4.781 7.569
H -3.679 -3.333 8.646
H -4.276 -1.263 7.365
H -3.374 -0.758 5.105
H -1.937 -2.497 4.082
N -2.427 -6.421 0.670
C -1.546 -6.071 1.648
C -0.445 -5.239 1.356
C -0.262 -4.860 0.004
C -1.037 -5.380 -1.014
C -2.205 -6.028 -0.588
H -1.657 -6.528 2.620
H 0.358 -4.886 1.985
H 0.553 -4.169 -0.152
H -0.784 -5.424 -2.063
H -2.883 -6.487 -1.293
N 3.537 5.836 -1.363
C 2.194 6.007 -1.228
C 1.383 5.314 -0.329
C 2.086 4.502 0.577
C 3.467 4.455 0.555
C 4.188 5.150 -0.418
H 1.703 6.690 -1.906
H 0.304 5.344 -0.305
H 1.556 3.998 1.371
H 4.019 3.871 1.278
H 5.265 5.068 -0.428
N 3.297 -1.632 -7.446
C 2.709 -1.124 -6.412
C 1.348 -1.248 -6.207
C 0.516 -1.837 -7.178
C 1.155 -2.460 -8.294
C 2.533 -2.293 -8.395
H 3.392 -0.566 -5.788
H 0.933 -0.736 -5.351
H -0.563 -1.825 -7.122
H 0.526 -3.004 -8.983
H 3.103 -2.704 -9.215
N 2.309 3.839 4.022
C 3.245 4.028 4.968
C 2.939 4.765 6.163
C 1.649 5.280 6.413
C 0.734 5.173 5.371
C 1.132 4.400 4.293
H 4.232 3.661 4.730
H 3.636 4.977 6.960
H 1.380 5.689 7.376
H -0.316 5.384 5.505
H 0.353 4.010 3.655
C 0.805 3.381 -5.100
C -0.108 2.174 -4.733
C -0.690 2.561 -3.431
O -0.734 4.013 -3.428
C 0.420 4.509 -4.124
H 0.798 3.751 -6.125
H 1.881 3.227 -5.019
H 0.511 1.277 -4.719
H -0.874 1.797 -5.412
H -0.109 2.246 -2.564
H -1.650 2.077 -3.255
H 1.150 4.787 -3.364
H 0.132 5.425 -4.640
C -3.466 -1.132 -6.007
C -2.968 -2.244 -5.056
C -2.366 -1.442 -3.871
O -3.141 -0.272 -3.840
C -3.734 0.070 -5.068
H -4.334 -1.578 -6.492
H -2.725 -0.980 -6.791
H -2.337 -3.057 -5.414
H -3.811 -2.839 -4.705
H -1.297 -1.298 -4.033
H -2.551 -1.942 -2.920
H -3.545 1.074 -5.448
H -4.811 0.031 -4.902
C 4.092 -0.118 0.988
C 5.182 -0.372 -0.102
C 5.942 0.987 -0.019
O 5.987 1.303 1.412
C 4.876 0.693 2.056
H 3.712 -1.050 1.405
H 3.222 0.416 0.604
H 4.744 -0.652 -1.060
H 5.887 -1.147 0.196
H 5.338 1.812 -0.395
H 6.835 0.909 -0.638
H 4.207 1.484 2.397
H 5.157 -0.015 2.836
C 0.867 -1.104 5.451
C 1.553 0.182 5.522
C 2.094 0.463 4.196
O 2.117 -0.847 3.537
C 1.551 -1.889 4.280
H -0.179 -0.935 5.197
H 0.958 -1.659 6.385
H 2.283 0.227 6.329
H 0.868 0.998 5.752
H 3.053 0.979 4.153
H 1.337 1.057 3.684
H 2.252 -2.605 4.708
H 0.758 -2.356 3.696
C -5.922 -1.271 1.515
C -5.608 -2.722 0.964
C -4.057 -2.820 0.825
O -3.524 -1.491 1.203
C -4.553 -0.760 1.912
H -6.744 -1.425 2.213
H -6.254 -0.643 0.688
H -6.020 -2.971 -0.014
H -5.912 -3.527 1.633
H -3.684 -3.188 -0.130
H -3.731 -3.546 1.570
H -4.341 0.295 1.737
H -4.554 -0.902 2.993
*
```

Mulliken atomic charge list, values in e, 99 entries: -0.08, -1.10, 0.22, -0.05, 0.65, 0.52, 0.05, -0.05, -0.61, -0.40, -0.52, 0.39, -0.13, -0.63, 0.39, 0.44, 0.29, 0.36, 0.44, -0.59, -0.40, -0.42, 0.12, -0.88, -0.32, 0.47, 0.39, 0.70, 0.49, 0.42, -0.42, -0.28, -0.48, -0.42, -0.54, -0.37, 0.37, 0.40, 0.35, 0.53, 0.83, -0.55, -0.58, -0.54, 0.30, -0.16, -0.57, 0.40, 0.48, 0.42, 0.44, 0.36, -0.61, -0.51, -0.21, 0.37, -0.43, -0.58, 0.48, 0.14, 0.45, 0.48, 0.40, -0.57, -0.49, 0.44, -0.16, -0.53, -0.38, 0.48, 0.09, 0.32, 0.41, 0.37, 0.20, -0.23, -0.71, -0.25, -0.94, 0.06, 0.45, 0.38, 0.41, 0.40, 0.19, -0.89, 0.32, 0.11, -0.46, -0.14, 0.35, 0.34, -0.39, 0.30, -0.32, 0.43, -0.08, 0.33, -0.55

***

2.
Computed, not measured: a structure of composition C57H97CdN8SSi4Te, with the ωB97M-V functional and the def2-TZVPD basis.

As for the molar mass: 1278.88 Da. The HOMO-LUMO gap comes out at 5.75 eV. The calculation puts the total energy at -4660.42091 hartree. As for the HOMO energy: -3.8 eV.

```
! RIJCOSX wB97M-V def2-TZVPD def2/J DEFGRID3
* xyz -1 1
Cd -0.979 -0.780 0.933
C -6.811 1.115 1.592
C -6.547 -0.172 2.388
C -5.332 -0.889 1.884
C -5.277 -1.979 1.074
C -6.416 -2.812 0.572
C -6.704 -4.003 1.499
C -3.861 -2.251 0.843
N -3.109 -1.323 1.481
C -3.951 -0.502 2.151
C -3.563 0.488 3.048
C -2.267 0.771 3.493
C -1.950 1.645 4.612
C -2.932 2.471 5.389
C -3.538 1.686 6.563
C -0.615 1.506 4.845
C -0.120 0.565 3.849
C 1.203 0.142 3.741
C 1.726 -0.777 2.828
N 0.999 -1.457 1.913
C 1.847 -2.256 1.225
C 1.457 -3.231 0.298
C 0.158 -3.627 -0.018
N -0.969 -2.991 0.386
C -2.025 -3.709 -0.049
C -3.365 -3.343 0.129
C -1.556 -4.900 -0.747
C -0.197 -4.835 -0.752
C 0.775 -5.809 -1.343
C 1.242 -6.860 -0.325
C -2.435 -5.975 -1.306
C -2.920 -6.948 -0.222
C 3.211 -2.041 1.686
C 3.135 -1.127 2.700
C 4.231 -0.658 3.611
C 4.276 -1.475 4.912
C 4.426 -2.740 1.152
C 4.620 -4.141 1.752
N -1.141 0.164 3.049
C 0.196 2.157 5.926
C 0.985 3.378 5.433
H -7.681 1.653 1.978
H -6.986 0.877 0.540
H -5.943 1.775 1.638
H -7.418 -0.827 2.318
H -6.419 0.076 3.446
H -6.189 -3.182 -0.430
H -7.312 -2.193 0.487
H -5.822 -4.641 1.581
H -7.537 -4.606 1.127
H -6.953 -3.648 2.502
H -4.367 1.052 3.513
H -3.733 2.811 4.728
H -2.430 3.365 5.770
H -4.025 0.780 6.197
H -4.272 2.281 7.114
H -2.750 1.380 7.255
H 1.906 0.593 4.431
H 2.259 -3.793 -0.170
H -4.104 -4.006 -0.309
H 1.644 -5.266 -1.724
H 0.315 -6.309 -2.200
H 1.690 -6.371 0.544
H 1.978 -7.540 -0.763
H 0.394 -7.452 0.027
H -1.891 -6.526 -2.076
H -3.301 -5.522 -1.795
H -2.073 -7.440 0.259
H -3.574 -7.718 -0.643
H -3.474 -6.409 0.551
H 4.087 0.397 3.859
H 5.195 -0.742 3.101
H 3.329 -1.384 5.449
H 5.083 -1.139 5.570
H 4.428 -2.533 4.690
H 5.315 -2.138 1.360
H 4.342 -2.823 0.064
H 4.740 -4.079 2.835
H 5.504 -4.631 1.333
H 3.748 -4.766 1.550
H 0.891 1.423 6.341
H -0.467 2.459 6.740
H 1.585 3.121 4.557
H 1.648 3.760 6.214
H 0.305 4.182 5.137
C 1.225 -2.992 -4.417
Si -0.447 -2.145 -4.629
C -1.788 -3.304 -4.016
C -0.771 -1.984 -6.491
Si -0.368 -0.047 -3.605
Te 0.495 0.193 -1.298
Si -2.414 0.981 -4.065
C -3.871 -0.142 -3.652
C -2.545 1.438 -5.898
C -2.684 2.571 -3.096
Si 1.207 1.163 -4.850
C 2.961 0.712 -4.312
C 0.953 2.997 -4.460
C 1.247 1.040 -6.740
H 1.208 -4.033 -4.758
H 1.517 -2.976 -3.359
H 2.002 -2.458 -4.979
H -1.652 -4.318 -4.410
H -2.777 -2.950 -4.326
H -1.785 -3.359 -2.927
H -0.461 -2.888 -7.026
H -0.233 -1.134 -6.928
H -1.840 -1.830 -6.682
H -3.834 -1.068 -4.235
H -4.828 0.349 -3.855
H -3.845 -0.417 -2.590
H -2.381 0.561 -6.536
H -1.788 2.185 -6.166
H -3.530 1.853 -6.138
H -2.708 2.337 -2.027
H -3.630 3.052 -3.371
H -1.868 3.283 -3.273
H 2.972 0.552 -3.229
H 3.691 1.489 -4.570
H 3.282 -0.227 -4.779
H 0.709 3.109 -3.398
H 0.112 3.405 -5.036
H 1.841 3.600 -4.682
H 1.564 0.041 -7.061
H 1.952 1.767 -7.153
H 0.262 1.233 -7.181
C -1.471 4.238 2.245
N -1.748 3.880 0.865
C -2.151 4.940 -0.049
C -2.077 2.626 0.557
N -2.363 1.546 0.251
H -0.789 5.091 2.251
H -0.988 3.404 2.751
H -2.386 4.510 2.787
H -1.365 5.697 -0.091
H -3.085 5.415 0.272
H -2.295 4.527 -1.044
C 7.306 0.554 1.226
C 6.441 1.806 1.066
C 5.832 1.930 -0.334
C 4.569 1.073 -0.504
N 3.508 1.443 0.411
C 2.720 2.533 0.359
S 1.727 2.891 1.661
N 2.815 3.293 -0.764
C 1.881 4.368 -1.106
C 2.073 5.679 -0.332
C 3.528 6.135 -0.234
C 4.120 6.563 -1.578
H 7.661 0.451 2.254
H 8.179 0.600 0.570
H 6.744 -0.353 0.978
H 7.046 2.691 1.281
H 5.631 1.789 1.801
H 6.564 1.623 -1.089
H 5.573 2.973 -0.533
H 4.798 0.025 -0.305
H 4.215 1.121 -1.534
H 3.333 0.848 1.206
H 3.155 2.782 -1.567
H 0.855 4.013 -0.973
H 2.039 4.562 -2.164
H 1.676 5.547 0.670
H 1.484 6.452 -0.843
H 4.124 5.320 0.186
H 3.586 6.969 0.470
H 4.128 5.732 -2.289
H 5.148 6.914 -1.462
H 3.533 7.376 -2.016
*
```

Mulliken atomic charge list, values in e, 99 entries: 3.18, -1.08, -1.11, 0.36, 0.64, -1.23, -1.11, -0.12, 0.08, 0.02, -0.36, -0.36, 1.07, -1.53, -1.36, 0.86, -0.31, -0.63, 0.02, -0.83, -0.46, -0.49, -0.31, -0.31, 0.55, -0.93, 0.52, 0.77, -1.08, -1.23, -0.88, -1.24, 1.26, 0.84, -0.63, -1.45, -0.56, -1.09, -0.19, -1.15, -0.90, 0.38, 0.31, 0.19, 0.43, 0.36, 0.40, 0.50, 0.20, 0.39, 0.30, 0.24, 0.43, 0.51, 0.27, 0.41, 0.32, 0.33, 0.34, 0.26, 0.30, 0.51, 0.21, 0.41, 0.23, 0.50, 0.31, 0.23, 0.43, 0.18, 0.31, 0.10, 0.26, 0.45, 0.22, -0.22, 0.49, 0.24, 0.40, 0.10, 0.46, 0.42, 0.04, 0.45, 0.20, -0.85, 0.46, -0.72, -1.16, -0.20, -1.32, 0.31, -1.01, -1.06, -0.17, -0.04, -0.42, -0.25, -1.24